ORCA calculation (ωB97M-V/def2-TZVPD) on 8 unconnected molecules or ions with the total composition C16H48O8.

Structure (XYZ):
```
72
Properties=species:S:1:pos:R:3:lowdin_charge:R:1
C -11.084 -4.532 5.718 -0.04
C -12.541 -4.377 5.198 -0.45
C -13.180 -5.727 5.198 -0.06
O -13.373 -3.610 6.062 -0.08
H -10.448 -5.154 5.088 0.08
H -11.028 -4.960 6.719 0.07
H -10.588 -3.563 5.674 0.07
H -12.536 -3.926 4.206 0.14
H -13.018 -6.193 6.170 0.09
H -12.716 -6.350 4.433 0.09
H -14.251 -5.721 4.999 0.09
H -13.333 -2.684 5.810 0.10
C -11.587 -6.377 13.905 -0.02
C -10.284 -6.190 13.043 -0.50
C -9.025 -6.048 13.850 -0.06
O -10.091 -7.263 12.144 -0.05
H -11.815 -5.495 14.503 0.07
H -11.543 -7.269 14.530 0.08
H -12.396 -6.456 13.178 0.05
H -10.439 -5.311 12.417 0.10
H -8.928 -6.911 14.510 0.08
H -8.969 -5.190 14.520 0.08
H -8.185 -6.121 13.159 0.08
H -9.297 -7.119 11.624 0.09
C -17.022 -1.577 14.418 -0.06
C -17.799 -1.618 13.147 -0.48
C -17.327 -2.672 12.066 -0.03
O -19.152 -1.927 13.423 -0.05
H -17.172 -2.474 15.019 0.08
H -17.426 -0.805 15.073 0.08
H -15.952 -1.465 14.246 0.07
H -17.809 -0.609 12.736 0.13
H -17.483 -3.707 12.370 0.08
H -16.284 -2.555 11.773 0.06
H -17.866 -2.563 11.124 0.06
H -19.507 -1.939 12.531 0.08
C -16.179 -2.102 7.131 -0.05
C -16.528 -3.425 7.746 -0.52
C -17.890 -3.958 7.343 -0.04
O -15.647 -4.390 7.333 -0.07
H -16.798 -1.283 7.496 0.09
H -16.360 -2.155 6.057 0.09
H -15.153 -1.782 7.312 0.06
H -16.478 -3.214 8.814 0.13
H -18.691 -3.220 7.294 0.08
H -18.165 -4.713 8.080 0.07
H -17.873 -4.485 6.389 0.09
H -14.922 -3.987 6.850 0.04
C -12.441 -2.360 8.955 -0.01
C -12.898 -3.788 9.442 -0.41
C -11.820 -4.606 10.146 -0.05
O -13.902 -3.563 10.444 -0.10
H -11.561 -2.432 8.315 0.07
H -12.238 -1.729 9.821 0.08
H -13.253 -1.837 8.450 0.05
H -13.404 -4.390 8.687 0.12
H -11.485 -4.069 11.034 0.07
H -10.960 -4.823 9.513 0.08
H -12.152 -5.603 10.434 0.08
H -14.195 -4.445 10.686 0.03
C -13.348 -2.939 13.582 -0.15
O -13.375 -1.883 12.618 -0.14
H -12.500 -3.596 13.392 0.05
H -13.364 -2.555 14.602 0.08
H -14.223 -3.542 13.341 0.07
H -13.730 -2.312 11.837 0.01
O -16.143 -6.633 8.876 -0.06
H -15.657 -6.263 9.613 -0.03
H -16.012 -6.007 8.164 -0.01
O -14.897 -6.034 11.234 -0.03
H -15.800 -6.021 11.552 0.08
H -14.496 -6.778 11.682 0.08
```

Properties
strongest force on any atom	1.8	eV Å⁻¹
SMILES	CC(C)O.CC(C)O.CC(C)O.CC(C)O.CC(C)O.CO.O.O
gap between HOMO and LUMO	0.37065	hartree
ΔE to the lowest compared entry with this formula, charge and spin	23.1	kcal per mole